Below is a molecular structure, C41H28GaNO5P2S7 at a distorted geometry, with properties calculated with the ωB97M-V functional and the def2-TZVPD basis.

Results
DFT total energy: -201502.4705 eV

```
! wB97M-V def2-TZVPD RIJCOSX def2/J DEFGRID3
* xyz -2 1
Ga 2.1015 0.7535 0.6150
S 5.5931 0.7202 6.8454
C 4.8696 0.6876 5.3000
S 5.5541 0.0865 3.7966
C 4.1152 0.4726 2.8008
C 2.9912 0.8559 3.3973
S 1.3783 1.0320 2.7763
S 3.2558 1.2445 5.0978
S 4.3823 0.2367 1.0751
O 2.7722 -0.6802 -1.7267
C 1.8655 -0.0424 -1.2548
C 0.6553 0.2885 -2.1996
C 0.8584 0.0843 -3.5621
C -0.1789 0.3868 -4.4641
C -1.3899 0.8539 -3.9736
C -1.5856 0.9448 -2.6020
C -0.5713 0.7374 -1.6314
P -0.9333 0.9025 0.1645
C -1.3434 2.6293 0.4510
C -1.8201 3.5369 -0.4836
C -2.3277 4.7836 -0.1014
C -2.5056 5.0757 1.1813
C -2.0968 4.1414 2.1721
C -1.4135 2.9832 1.7967
C -2.5496 0.1594 0.1822
C -2.5779 -1.2195 -0.0816
C -3.7806 -1.9254 0.1822
C -4.8932 -1.2974 0.6193
C -4.9154 0.0756 0.8679
C -3.7548 0.8080 0.6001
H 1.8465 -0.2522 -3.8458
H 0.0689 0.2600 -5.5811
H -2.2138 1.1118 -4.6541
H -2.6233 1.2245 -2.2667
H -1.7841 3.3502 -1.5780
H -2.6509 5.5238 -0.8233
H -2.9342 6.0642 1.4713
H -2.2893 4.4157 3.1867
H -1.2748 2.2004 2.4977
H -1.6435 -1.7483 -0.3102
H -3.8567 -3.0061 0.0920
H -5.7426 -1.8763 0.9039
H -5.8440 0.5631 1.1650
H -3.7934 1.8528 0.8352
O 2.9057 3.7192 1.3564
C 2.0574 3.6391 0.4502
O 1.6988 2.5054 -0.1110
C 1.3569 4.8270 -0.0914
C 1.2855 5.8914 0.7925
C 0.6790 7.1093 0.3959
C 0.2768 7.2492 -0.9472
C 0.4712 6.2010 -1.8064
C 0.9026 4.9323 -1.3765
N -0.1350 6.3438 -3.1402
O -0.2816 5.4251 -3.8563
O -0.3099 7.4869 -3.5116
H 1.6477 5.7375 1.7887
H 0.4145 7.9284 1.0610
H -0.1096 8.1721 -1.2353
H 0.9303 4.1581 -2.0955
S -0.6479 -3.2394 1.7866
P -0.0985 -4.1480 0.0829
S -0.6797 -3.4268 -1.6980
C 1.7156 -4.3563 0.0352
C 2.3523 -5.4805 -0.4319
C 3.7576 -5.5520 -0.4095
C 4.4928 -4.4937 0.1504
C 3.8257 -3.3580 0.5747
C 2.4811 -3.2471 0.5171
C -0.8231 -5.8585 0.1998
C -1.9639 -6.1425 -0.5120
C -2.4997 -7.4107 -0.5237
C -1.9102 -8.3959 0.2648
C -0.7253 -8.1573 1.0034
C -0.1809 -6.8259 0.9600
H 1.7270 -6.2895 -0.8524
H 4.1528 -6.5049 -0.8367
H 5.6022 -4.5335 0.1844
H 4.4001 -2.5037 1.0034
H 1.9341 -2.3760 0.8631
H -2.3623 -5.3988 -1.2038
H -3.3253 -7.6748 -1.1794
H -2.3535 -9.4366 0.3105
H -0.3884 -9.0162 1.6128
H 0.7077 -6.4986 1.4916
*
```